Entry 1:
{"formula": "C31H24F3MnN2OSb", "method": "ωB97M-V/def2-TZVPD", "multiplicity": 5, "de_lowest_ev": 0.000, "lumo_ev": [-4.478, -4.337], "charge": 1, "species": ["Mn", "C", "C", "C", "C", "C", "C", "N", "N", "C", "C", "C", "C", "C", "C", "H", "H", "H", "H", "H", "H", "H", "H", "H", "C", "O", "H", "H", "H", "F", "C", "C", "C", "C", "C", "C", "Sb", "C", "C", "C", "C", "F", "C", "C", "C", "C", "C", "C", "F", "C", "C", "H", "H", "H", "H", "H", "H", "H", "H", "H", "H", "H", "H"], "xyz": [[0.8543, -1.3555, 0.5854], [4.8519, 1.0215, 3.8223], [3.5156, 0.6677, 3.9129], [2.8992, 0.0221, 2.8499], [3.6374, -0.2541, 1.7067], [4.9816, 0.0955, 1.6027], [5.5817, 0.7343, 2.6721], [2.9400, -0.8946, 0.6421], [3.5872, -1.1831, -0.3833], [2.7998, -1.7540, -1.4043], [3.4521, -2.1924, -2.5484], [2.6959, -2.7629, -3.5649], [1.3230, -2.8843, -3.4290], [0.6689, -2.4314, -2.2800], [1.4032, -1.8604, -1.2528], [5.3351, 1.5218, 4.6506], [2.9523, 0.8856, 4.8095], [1.8611, -0.2844, 2.9266], [5.5356, -0.1295, 0.7040], [6.6245, 1.0130, 2.6118], [4.5251, -2.0910, -2.6295], [3.1844, -3.1145, -4.4632], [0.7444, -3.3300, -4.2280], [-0.4062, -2.5334, -2.2156], [0.0042, -2.5327, 3.4103], [0.2635, -2.1256, 2.1008], [0.7920, -3.2051, 3.7603], [-0.9549, -3.0549, 3.4578], [-0.0390, -1.6671, 4.0792], [-3.9606, -1.7981, -5.4179], [-3.3865, -1.3585, -4.2936], [-2.5185, -0.2852, -4.3641], [-1.9227, 0.1600, -3.1941], [-2.1969, -0.4616, -1.9804], [-3.0760, -1.5416, -1.9436], [-3.6815, -1.9985, -3.1022], [-1.2045, 0.1638, -0.2417], [-2.6679, 0.4149, 1.2399], [-3.3844, -0.6847, 1.7073], [-4.3261, -0.5395, 2.7110], [-4.5267, 0.7205, 3.2462], [-5.4316, 0.8674, 4.2195], [-3.8207, 1.8291, 2.8192], [-2.8848, 1.6666, 1.8093], [-0.5865, 2.1060, -0.7003], [-1.5043, 3.0651, -1.1314], [-1.0916, 4.3519, -1.4290], [0.2514, 4.6617, -1.2889], [0.6556, 5.9026, -1.5732], [1.1878, 3.7364, -0.8675], [0.7545, 2.4521, -0.5745], [-2.3210, 0.1838, -5.3176], [-1.2379, 0.9982, -3.2453], [-3.3059, -2.0475, -1.0132], [-4.3698, -2.8317, -3.0962], [-3.2096, -1.6784, 1.3110], [-4.8945, -1.3785, 3.0865], [-4.0063, 2.7917, 3.2740], [-2.3280, 2.5332, 1.4739], [-2.5539, 2.8169, -1.2420], [-1.7835, 5.1115, -1.7645], [2.2256, 4.0236, -0.7760], [1.4934, 1.7261, -0.2469]], "forces_ev_per_angstrom": [[-0.089, -0.443, 0.339], [0.049, 0.020, 0.015], [-0.060, -0.041, -0.043], [0.105, 0.068, 0.127], [-0.077, -0.081, -0.097], [-0.002, 0.074, 0.145], [-0.039, -0.024, -0.037], [0.025, -0.072, -0.126], [-0.169, 0.039, 0.050], [0.068, 0.024, -0.002], [-0.191, -0.016, 0.023], [0.096, 0.005, 0.002], [-0.075, -0.010, -0.010], [0.218, 0.025, 0.026], [0.007, 0.108, -0.111], [-0.009, 0.003, 0.007], [0.003, 0.003, 0.012], [0.029, -0.002, -0.058], [-0.015, -0.014, -0.022], [0.014, 0.002, 0.000], [0.027, 0.015, 0.026], [-0.013, -0.003, -0.006], [-0.006, -0.001, 0.010], [-0.044, 0.011, 0.018], [0.023, 0.032, 0.065], [0.125, 0.314, -0.492], [-0.047, 0.004, 0.035], [0.027, 0.005, 0.046], [-0.024, -0.046, 0.026], [0.000, 0.008, 0.007], [-0.004, -0.016, 0.023], [-0.032, -0.049, 0.015], [0.083, 0.042, -0.044], [-0.155, -0.001, -0.052], [-0.043, -0.054, 0.045], [0.027, 0.044, -0.078], [0.267, -0.166, 0.100], [-0.109, 0.066, 0.069], [0.024, -0.101, 0.005], [-0.011, 0.072, 0.029], [-0.001, -0.001, -0.002], [0.009, 0.002, -0.009], [-0.026, -0.069, 0.010], [-0.005, 0.066, -0.022], [-0.056, 0.138, -0.062], [-0.071, 0.000, -0.031], [0.093, 0.016, 0.010], [-0.008, -0.018, 0.008], [-0.001, -0.015, 0.001], [-0.074, 0.032, -0.025], [0.176, -0.010, 0.039], [0.001, 0.009, -0.013], [0.001, 0.003, 0.021], [0.011, 0.032, 0.013], [-0.007, -0.009, 0.000], [0.028, 0.013, -0.020], [-0.008, -0.011, 0.002], [-0.003, 0.015, 0.005], [0.007, -0.016, -0.011], [0.003, -0.026, 0.005], [-0.014, 0.002, -0.003], [0.010, 0.008, 0.001], [-0.068, -0.010, -0.008]]}

***

Entry 2:
{"formula": "C31H24N2O2Pd", "method": "ωB97M-V/def2-TZVPD", "de_lowest_ev": 0.227, "lumo_ev": -0.546, "species": ["Pd", "C", "O", "C", "C", "C", "C", "C", "C", "N", "N", "C", "C", "O", "C", "C", "C", "C", "C", "C", "C", "C", "H", "H", "H", "H", "H", "H", "H", "H", "H", "H", "H", "H", "H", "C", "C", "C", "C", "C", "C", "C", "C", "C", "C", "C", "C", "C", "C", "H", "H", "H", "H", "H", "H", "H", "H", "H", "H", "H"], "xyz": [[0.0761, -0.2054, 0.3216], [2.4500, -2.2386, 1.5435], [1.2693, -2.0546, 0.7669], [0.8544, -3.1036, -0.0387], [1.4444, -4.3537, 0.0087], [1.0023, -5.3638, -0.8353], [-0.0276, -5.1164, -1.7278], [-0.6227, -3.8687, -1.7719], [-0.2048, -2.8436, -0.9255], [-0.7665, -1.5510, -0.9297], [-1.6522, -1.3274, -1.8007], [-2.2293, -0.1355, -2.0209], [-1.9266, 1.1138, -1.3576], [-1.0274, 1.3048, -0.4831], [-2.7060, 2.2666, -1.7146], [-3.6698, 2.2218, -2.6543], [-3.9678, 1.0224, -3.3729], [-4.9494, 1.0020, -4.3802], [-5.2156, -0.1431, -5.0838], [-4.4913, -1.3077, -4.7987], [-3.5308, -1.3098, -3.8153], [-3.2482, -0.1497, -3.0700], [3.2787, -2.5621, 0.9127], [2.2786, -2.9683, 2.3364], [2.6855, -1.2705, 1.9761], [2.2498, -4.5588, 0.6986], [1.4730, -6.3363, -0.7873], [-0.3654, -5.8983, -2.3956], [-1.4235, -3.6569, -2.4639], [-2.4778, 3.1850, -1.1894], [-4.2337, 3.1191, -2.8848], [-5.4890, 1.9180, -4.5948], [-5.9725, -0.1505, -5.8577], [-4.6877, -2.2130, -5.3591], [-2.9693, -2.2069, -3.6048], [5.7600, 3.3659, 2.6984], [5.7916, 3.1130, 1.3345], [4.7148, 2.4935, 0.7181], [3.5881, 2.1201, 1.4511], [3.5605, 2.3942, 2.8198], [4.6377, 3.0099, 3.4356], [2.4785, 1.4324, 0.7650], [1.3258, 1.0498, 1.2843], [0.3544, 1.2097, 2.3192], [-0.2402, 2.4598, 2.5641], [-1.3970, 2.5590, 3.3144], [-1.9994, 1.4250, 3.8440], [-1.3988, 0.1884, 3.6583], [-0.2286, 0.0679, 2.9240], [6.6062, 3.8325, 3.1862], [6.6547, 3.4002, 0.7470], [4.7397, 2.2966, -0.3477], [2.6860, 2.1214, 3.3993], [4.6028, 3.2153, 4.4984], [2.6642, 1.1930, -0.2802], [0.2116, 3.3392, 2.1234], [-1.8360, 3.5340, 3.4892], [-2.9206, 1.5042, 4.4064], [-1.8430, -0.6967, 4.0964], [0.2799, -0.8874, 2.9047]], "forces_ev_per_angstrom": [[1.600, 0.300, -1.132], [0.108, 0.096, 0.098], [-0.173, -0.081, -0.226], [-0.149, 0.210, -0.012], [0.086, -0.111, 0.044], [-0.024, 0.086, 0.013], [0.030, -0.110, -0.035], [-0.010, 0.161, 0.106], [0.107, -0.508, -0.049], [-0.742, 0.217, 0.328], [0.204, -0.498, -0.565], [-0.209, 0.524, 0.321], [0.013, -0.619, -0.144], [0.179, 0.139, 0.266], [-0.154, 0.281, -0.213], [0.073, 0.076, 0.119], [-0.016, -0.269, -0.128], [0.027, 0.131, 0.072], [-0.052, -0.080, -0.089], [0.020, 0.071, 0.056], [-0.020, -0.006, 0.014], [0.045, 0.055, 0.008], [-0.019, 0.016, -0.031], [-0.033, -0.015, -0.020], [-0.040, 0.024, -0.020], [-0.013, 0.030, -0.006], [-0.013, -0.003, -0.017], [-0.017, 0.026, 0.014], [-0.020, -0.011, -0.007], [0.041, -0.049, 0.038], [-0.019, -0.027, -0.018], [0.000, -0.026, 0.008], [0.012, 0.017, 0.014], [0.010, -0.004, 0.007], [-0.029, -0.030, -0.001], [0.028, -0.005, -0.033], [-0.005, 0.007, 0.007], [-0.030, -0.001, 0.045], [-0.014, 0.099, 0.002], [-0.005, 0.013, 0.010], [-0.035, 0.003, 0.025], [0.237, 0.132, 0.308], [-1.114, -0.703, -0.823], [-0.078, 0.385, 1.235], [0.088, -0.097, -0.095], [-0.033, 0.050, 0.046], [-0.017, -0.012, -0.040], [0.024, -0.042, 0.067], [0.096, 0.343, 0.616], [-0.020, 0.028, -0.010], [0.006, -0.018, 0.018], [0.011, -0.013, 0.009], [0.039, -0.011, 0.004], [0.000, -0.016, -0.010], [0.037, -0.093, 0.033], [-0.037, 0.003, -0.024], [-0.008, -0.016, -0.035], [0.025, 0.012, 0.012], [0.026, -0.004, 0.021], [-0.023, -0.055, -0.197]]}

***

Entry 3:
{"formula": "C31H25BF5O11P", "method": "ωB97M-V/def2-TZVPD", "smiles": "CB(O)[C@]1(P(C)O)OC(=O)O[C@H]1C(F)(F)c1cccc(C(F)(F)F)c1.O=C1C=CC(=O)C=C1.O=C1C=CC(=O)C=C1.O=C1C=CC(=O)C=C1", "lumo_ev": -1.767, "species": ["C", "B", "O", "C", "P", "C", "O", "O", "C", "O", "O", "C", "C", "F", "F", "C", "C", "C", "C", "C", "C", "F", "F", "F", "C", "H", "H", "H", "H", "H", "H", "H", "H", "H", "H", "H", "H", "H", "O", "C", "C", "C", "C", "O", "C", "C", "H", "H", "H", "H", "O", "C", "C", "C", "C", "O", "C", "C", "H", "H", "H", "H", "O", "C", "C", "C", "C", "O", "C", "C", "H", "H", "H", "H"], "xyz": [[-1.7983, 5.8351, 4.5373], [-2.5681, 4.6535, 5.2419], [-3.4071, 4.9487, 6.2757], [-2.4397, 3.0810, 4.8049], [-4.2082, 2.3876, 4.9359], [-3.9243, 0.5741, 4.9837], [-4.9196, 2.6634, 3.4493], [-1.5577, 2.4711, 5.7709], [-0.2903, 2.6867, 5.3433], [0.6940, 2.5848, 6.0066], [-0.2881, 3.0463, 4.0294], [-1.6126, 2.9968, 3.5068], [-1.6256, 1.6909, 2.6607], [-2.8976, 1.2538, 2.4779], [-0.9370, 0.7098, 3.3003], [-1.0073, 1.9295, 1.2988], [0.3627, 1.7593, 1.1343], [0.9476, 2.0111, -0.0940], [0.1555, 2.4354, -1.1528], [-1.2076, 2.5893, -0.9863], [-2.0839, 3.0604, -2.1084], [-2.5098, 4.3218, -1.8762], [-1.4482, 3.0861, -3.2838], [-3.1831, 2.3096, -2.2461], [-1.8017, 2.3402, 0.2427], [-1.3694, 6.5244, 5.2641], [-1.0086, 5.5432, 3.8490], [-2.5292, 6.4185, 3.9630], [-3.8021, 5.8152, 6.1307], [-2.8715, 0.2998, 4.9913], [-4.3575, 0.2414, 5.9259], [-4.4501, 0.0771, 4.1740], [-4.3517, 3.1589, 2.8518], [-1.8623, 3.8074, 2.8262], [0.9587, 1.4279, 1.9723], [2.0062, 1.9091, -0.2443], [0.6155, 2.6451, -2.1069], [-2.8665, 2.4526, 0.3943], [6.1253, -3.7660, -1.2049], [5.3495, -2.8402, -1.2954], [4.6642, -2.5320, -2.5755], [3.8112, -1.5165, -2.6742], [3.5100, -0.6501, -1.5100], [2.7290, 0.2762, -1.5992], [4.1941, -0.9562, -0.2287], [5.0466, -1.9718, -0.1282], [4.9040, -3.1735, -3.4115], [3.3010, -1.2723, -3.5972], [3.9588, -0.3110, 0.6086], [5.5564, -2.2154, 0.7952], [-3.6594, -2.6084, -2.4993], [-3.7262, -2.4437, -1.3009], [-4.7512, -3.1427, -0.4833], [-4.8266, -2.9622, 0.8324], [-3.8879, -2.0552, 1.5396], [-3.9534, -1.8889, 2.7389], [-2.8622, -1.3570, 0.7229], [-2.7874, -1.5372, -0.5928], [-5.4239, -3.7991, -1.0204], [-5.5655, -3.4598, 1.4475], [-2.1898, -0.7020, 1.2598], [-2.0482, -1.0386, -1.2076], [4.0630, -6.9277, -8.3259], [4.5662, -6.0389, -7.6759], [4.8198, -4.6995, -8.2670], [5.3746, -3.7240, -7.5532], [5.7612, -3.9325, -6.1359], [6.2647, -3.0426, -5.4823], [5.5095, -5.2705, -5.5432], [4.9547, -6.2463, -6.2568], [4.5285, -4.5709, -9.3015], [5.5696, -2.7409, -7.9623], [5.8034, -5.4003, -4.5084], [4.7612, -7.2295, -5.8473]], "forces_ev_per_angstrom": [[-0.180, -0.072, -0.289], [0.214, 0.127, 0.125], [-0.305, -0.318, -0.681], [-0.563, 0.795, -0.726], [-0.559, -0.462, 0.974], [0.089, 0.175, 0.178], [0.591, 0.391, 0.168], [0.226, -0.075, 0.012], [0.376, -0.212, 0.412], [-0.563, -0.029, -0.424], [0.164, 0.772, -0.230], [-0.282, -1.424, 0.690], [0.221, 0.447, -0.617], [-0.111, 0.016, 0.055], [-0.225, -0.121, 0.222], [0.154, -0.223, 0.211], [0.061, 0.007, -0.022], [-0.324, 0.347, 0.109], [0.186, -0.009, -0.107], [-0.161, -0.107, 0.031], [0.158, 0.399, 0.083], [-0.095, 0.080, 0.037], [0.043, -0.138, -0.152], [-0.117, -0.193, -0.041], [0.116, -0.021, 0.228], [-0.029, -0.019, 0.126], [0.038, 0.010, -0.015], [0.035, 0.065, -0.062], [0.266, 0.257, 0.579], [0.005, -0.104, -0.177], [-0.019, -0.054, 0.029], [0.096, -0.020, -0.123], [-0.110, -0.193, -0.279], [0.408, 0.245, 0.047], [0.041, 0.021, 0.036], [0.068, -0.092, 0.067], [-0.035, -0.026, -0.078], [-0.073, 0.009, -0.170], [-0.011, -0.031, 0.007], [0.006, -0.002, -0.008], [-0.072, 0.015, 0.022], [0.005, -0.031, -0.001], [-0.019, -0.004, -0.039], [0.186, -0.144, -0.109], [0.018, -0.016, 0.004], [-0.004, 0.031, 0.015], [0.068, 0.026, -0.007], [-0.010, 0.022, 0.011], [-0.017, 0.010, -0.013], [0.014, -0.020, -0.012], [0.003, -0.015, -0.011], [-0.001, 0.015, -0.008], [-0.008, 0.005, 0.042], [-0.016, -0.009, -0.035], [0.039, 0.052, 0.020], [-0.022, -0.065, -0.046], [0.028, -0.042, -0.037], [0.005, 0.022, 0.024], [0.012, 0.007, -0.028], [0.010, 0.012, 0.024], [-0.009, -0.068, -0.002], [-0.005, 0.001, -0.022], [-0.008, -0.009, -0.008], [0.004, -0.005, -0.001], [0.012, 0.034, 0.016], [-0.008, -0.012, -0.031], [0.048, -0.032, -0.009], [-0.061, 0.018, -0.006], [-0.020, -0.024, 0.002], [0.007, 0.020, 0.030], [-0.010, -0.030, -0.002], [0.013, 0.008, 0.025], [0.025, 0.021, -0.005], [-0.009, -0.010, -0.026]]}